# 1
The molecule C3H5NO2, computed with wB97M-V/def2-TZVPD.

Summary:
Gap between HOMO and LUMO: 10.994 eV
Charge: 0
LUMO: 0.025 Eh
Multiplicity: 1
SMILES: O=C=NCCO
E_HOMO: -10.30 eV
Energy above the lowest of the compared OMol25 structures with the same formula, charge and spin: 92.5 kJ/mol

XYZ file:
```
11
C3H5NO2, DFT wB97M-V/def2-TZVPD
O 2.7467 0.1546 0.9992
C 1.6545 -0.2699 0.9373
N 0.5830 -0.8318 0.9841
C -0.7173 -0.5371 0.4398
C -0.7067 0.6813 -0.4923
O 0.4538 0.7401 -1.2898
H -1.0837 -1.4288 -0.0834
H -1.4112 -0.3570 1.2680
H -0.7015 1.6021 0.0982
H -1.6233 0.6809 -1.1016
H 0.5807 -0.1172 -1.7173
```

Just the Mulliken charges please, in e? Sure, here they are: -0.47 0.74 -0.43 -0.45 -0.40 -0.52 0.30 0.29 0.31 0.30 0.32

# 2
A 2-piece molecular cluster, C3H5NO2 overall at a distorted geometry, computed with wB97M-V/def2-TZVPD.

Summary:
Gap between HOMO and LUMO: 10.557 eV
Charge: 0
LUMO: -0.027 Eh
Multiplicity: 1
SMILES: N#CC(=O)CO.[H][H]
E_HOMO: -11.29 eV
Energy above the lowest of the compared OMol25 structures with the same formula, charge and spin: 335.7 kJ/mol

XYZ file:
```
11
C3H5NO2, DFT wB97M-V/def2-TZVPD
N -2.7946 -1.1214 -0.5664
C -1.8374 -0.5020 -0.3719
C -0.6057 0.2971 -0.2861
O -0.6450 1.5079 -0.2850
C 0.7543 -0.3813 -0.4397
O 1.6769 0.4375 0.2326
H 0.9722 -0.3701 -1.5126
H 0.8060 -1.4072 -0.0555
H 1.3026 1.3328 0.1109
H 0.5569 0.2010 1.5580
H -0.1863 0.0057 1.6157
```

Just the Mulliken charges please, in e? Sure, here they are: -0.32 0.10 0.54 -0.53 -0.36 -0.51 0.30 0.32 0.37 0.04 0.07

# 3
The molecule C3H5NO2 at a distorted geometry, computed with wB97M-V/def2-TZVPD.

Summary:
Gap between HOMO and LUMO: 11.684 eV
Charge: 0
LUMO: 0.019 Eh
Multiplicity: 1
SMILES: N#C[C@H](O)CO
E_HOMO: -11.17 eV
Energy above the lowest of the compared OMol25 structures with the same formula, charge and spin: 152.9 kJ/mol

XYZ file:
```
11
C3H5NO2, DFT wB97M-V/def2-TZVPD
N -2.5760 -0.9081 -0.9140
C -1.6979 -0.4162 -0.3445
C -0.5244 0.1879 0.3376
O -0.5263 1.5855 0.2599
C 0.7446 -0.4521 -0.2458
O 1.9135 0.1015 0.2933
H -0.6000 -0.0563 1.4046
H -0.1382 1.8453 -0.5870
H 0.7782 -0.2512 -1.3226
H 0.6857 -1.5434 -0.1200
H 1.9407 -0.0929 1.2387
```

Just the Mulliken charges please, in e? Sure, here they are: -0.38 0.09 0.33 -0.49 -0.76 -0.47 0.28 0.36 0.37 0.36 0.32

# 4
The molecule C3H5NO2 at a distorted geometry, computed with wB97M-V/def2-TZVPD.

Summary:
Gap between HOMO and LUMO: 9.333 eV
Charge: 0
LUMO: -0.011 Eh
Multiplicity: 1
SMILES: O=NC1COC1
E_HOMO: -9.63 eV
Energy above the lowest of the compared OMol25 structures with the same formula, charge and spin: 470.2 kJ/mol

XYZ file:
```
11
C3H5NO2, DFT wB97M-V/def2-TZVPD
O -1.9256 1.5748 -0.6381
N -1.4259 0.9346 0.2589
C -0.4183 0.0732 -0.3453
C -0.0371 -1.1840 0.4981
O 1.2938 -0.6943 0.7194
C 1.0404 0.4774 -0.0541
H -0.7163 0.3299 -1.3980
H -0.0427 -2.1370 -0.0341
H -0.5852 -1.2927 1.4528
H 1.1580 1.4105 0.5051
H 1.6588 0.5075 -0.9648
```

Just the Mulliken charges please, in e? Sure, here they are: -0.31 -0.08 0.26 -0.51 -0.39 -0.50 0.50 0.23 0.28 0.29 0.24

# 5
The molecule C3H5NO2, computed with wB97M-V/def2-TZVPD.

Summary:
Gap between HOMO and LUMO: 9.908 eV
Charge: 0
LUMO: -0.002 Eh
Multiplicity: 1
SMILES: CNC(=O)C=O
E_HOMO: -9.95 eV
Energy above the lowest of the compared OMol25 structures with the same formula, charge and spin: 69.8 kJ/mol

XYZ file:
```
11
C3H5NO2, DFT wB97M-V/def2-TZVPD
C -0.9747 1.4203 -0.0829
N 0.1287 0.4934 0.0418
C -0.0501 -0.8400 -0.0106
O -1.1119 -1.4277 -0.1328
C 1.2578 -1.6235 0.1020
O 2.3223 -1.0922 0.3056
H -1.8568 0.9832 0.3898
H -0.7220 2.3590 0.4158
H -1.2129 1.6220 -1.1337
H 1.0807 0.8209 0.1267
H 1.1389 -2.7153 -0.0217
```

Just the Mulliken charges please, in e? Sure, here they are: -0.81 -0.16 0.53 -0.60 0.05 -0.49 0.28 0.33 0.27 0.26 0.35

# 6
A 2-piece molecular cluster, C3H5NO2 overall at a distorted geometry, computed with wB97M-V/def2-TZVPD.

Summary:
Gap between HOMO and LUMO: 8.737 eV
Charge: 0
LUMO: 0.003 Eh
Multiplicity: 1
SMILES: C=C=O.CN=O
E_HOMO: -8.66 eV
Energy above the lowest of the compared OMol25 structures with the same formula, charge and spin: 505.2 kJ/mol

XYZ file:
```
11
C3H5NO2, DFT wB97M-V/def2-TZVPD
C 0.1598 -1.6323 -1.4680
C 1.4524 -1.4462 -1.3913
O 2.5802 -1.2025 -1.3173
H -0.4866 -1.8620 -0.6878
H -0.1959 -1.5856 -2.3871
C 0.1916 1.3774 0.1338
N -0.7434 0.5631 -0.5494
O -1.4533 1.1437 -1.3640
H 0.0842 1.2807 1.1963
H 1.0603 0.6738 0.1154
H 0.5027 2.3514 -0.4268
```

Just the Mulliken charges please, in e? Sure, here they are: -1.09 0.84 -0.37 0.35 0.29 -0.64 0.15 -0.37 0.36 0.14 0.33

# 7
An isolated ion of composition C3H5NO2S and charge -2 at a distorted geometry, computed with wB97M-V/def2-TZVPD.

Summary:
Gap between HOMO and LUMO: 5.727 eV
Charge: -2
LUMO: 0.225 Eh
Multiplicity: 1
SMILES: O=C([O-])NCC[S-]
E_HOMO: 0.39 eV
Energy above the lowest of the compared OMol25 structures with the same formula, charge and spin: 27.0 kJ/mol

XYZ file:
```
12
C3H5NO2S, DFT wB97M-V/def2-TZVPD
O 1.2124 -1.7929 1.4761
C 1.5850 -0.6066 1.3491
O 2.6320 -0.0559 1.7941
N 0.7814 0.2476 0.5190
C -0.6060 0.0803 0.2005
C -0.9388 0.2426 -1.2731
S -2.7098 0.4977 -1.6793
H 1.3293 0.8974 -0.0213
H -0.9566 -0.8685 0.5866
H -1.2412 0.8688 0.6594
H -0.4368 1.0887 -1.6989
H -0.6510 -0.5993 -1.9123
```

Just the Mulliken charges please, in e? Sure, here they are: -0.75 0.46 -0.82 -0.14 -0.26 -0.75 -0.81 0.18 0.29 0.13 0.22 0.23

# 8
C3H5NO2S as an isolated structure at a distorted geometry, computed with wB97M-V/def2-TZVPD.

Summary:
Gap between HOMO and LUMO: 8.684 eV
Charge: 0
LUMO: -0.010 Eh
Multiplicity: 1
E_HOMO: -8.95 eV
Energy above the lowest of the compared OMol25 structures with the same formula, charge and spin: 568.9 kJ/mol

XYZ file:
```
12
C3H5NO2S, DFT wB97M-V/def2-TZVPD
C 0.3160 -1.5646 -0.1367
C -0.5726 -0.7237 0.9336
C -1.6627 -0.4113 -0.0427
H 1.6551 1.3101 -2.0529
H 0.1715 -2.6069 -0.4144
H -0.7552 -1.3892 1.8476
H -0.4765 1.3564 0.7729
H -1.8733 -1.3224 -0.4785
N 1.1160 -0.9228 -0.7935
O -0.2398 0.4708 1.5019
O -1.7759 0.7941 -0.5464
S 1.3192 0.9494 -0.3931
```

Just the Mulliken charges please, in e? Sure, here they are: -0.07 -0.12 0.11 0.18 0.44 0.36 0.43 0.43 -0.42 -0.65 -0.54 -0.15

# 9
A 2-piece molecular cluster, C3H5NO2S overall at a distorted geometry, computed with wB97M-V/def2-TZVPD.

Summary:
Gap between HOMO and LUMO: 9.351 eV
Charge: 0
LUMO: -0.004 Eh
Multiplicity: 1
SMILES: C=S(=O)=O.C=C=N
E_HOMO: -9.47 eV
Energy above the lowest of the compared OMol25 structures with the same formula, charge and spin: 503.4 kJ/mol

XYZ file:
```
12
C3H5NO2S, DFT wB97M-V/def2-TZVPD
C 1.4462 -1.2216 -0.6041
S 1.5653 -0.0519 0.5418
O 2.2256 1.1134 0.0171
O 1.6745 -0.4485 1.9337
H 1.0111 -2.0872 -0.0401
H 0.9660 -1.0921 -1.6098
C -0.4395 1.4080 1.0933
C -1.1008 0.6716 0.3268
N -1.9024 0.0123 -0.2994
H -0.1898 2.3041 0.5657
H -0.6303 1.2299 2.2390
H -2.1065 -0.7501 -0.8702
```

Just the Mulliken charges please, in e? Sure, here they are: -0.62 1.01 -0.56 -0.56 0.28 0.31 -1.23 0.90 -0.38 0.33 0.28 0.26

# 10
The molecule C3H5NO2S at a distorted geometry, computed with wB97M-V/def2-TZVPD.

Summary:
Gap between HOMO and LUMO: 8.272 eV
Charge: 0
LUMO: -0.004 Eh
Multiplicity: 1
E_HOMO: -8.39 eV
Energy above the lowest of the compared OMol25 structures with the same formula, charge and spin: 432.4 kJ/mol

XYZ file:
```
12
C3H5NO2S, DFT wB97M-V/def2-TZVPD
C -1.9037 0.3723 0.5318
C -0.2423 1.1792 0.2303
C 0.1115 -0.3032 -0.0785
N -1.0982 -0.8022 0.3695
O -3.6611 -1.2740 -0.5499
O -2.9127 0.4907 1.3301
S -3.5073 0.1455 -0.4912
H 0.0969 1.7435 -0.6400
H 0.2373 1.5671 1.1495
H 0.4983 -0.5907 -1.0979
H 0.9760 -0.5414 0.6115
H -1.3324 -1.7482 0.7263
```

Just the Mulliken charges please, in e? Sure, here they are: 0.34 -0.49 -0.44 -0.11 -0.44 -0.46 0.39 0.28 0.26 0.27 0.20 0.21

Copy entry 7 word for word.
An isolated ion of composition C3H5NO2S and charge -2 at a distorted geometry, computed with wB97M-V/def2-TZVPD.

Summary:
Gap between HOMO and LUMO: 5.727 eV
Charge: -2
LUMO: 0.225 Eh
Multiplicity: 1
SMILES: O=C([O-])NCC[S-]
E_HOMO: 0.39 eV
Energy above the lowest of the compared OMol25 structures with the same formula, charge and spin: 27.0 kJ/mol

XYZ file:
```
12
C3H5NO2S, DFT wB97M-V/def2-TZVPD
O 1.2124 -1.7929 1.4761
C 1.5850 -0.6066 1.3491
O 2.6320 -0.0559 1.7941
N 0.7814 0.2476 0.5190
C -0.6060 0.0803 0.2005
C -0.9388 0.2426 -1.2731
S -2.7098 0.4977 -1.6793
H 1.3293 0.8974 -0.0213
H -0.9566 -0.8685 0.5866
H -1.2412 0.8688 0.6594
H -0.4368 1.0887 -1.6989
H -0.6510 -0.5993 -1.9123
```

Just the Mulliken charges please, in e? Sure, here they are: -0.75 0.46 -0.82 -0.14 -0.26 -0.75 -0.81 0.18 0.29 0.13 0.22 0.23